A structure of composition C55H62N2O4S4SiTi. Source: the Open Molecules 2025 dataset; level of theory: the ωB97M-V functional and the def2-TZVPD basis.

The geometry in ORCA input format:
```
! wB97M-V def2-TZVPD RIJCOSX def2/J DEFGRID3
* xyz -2 1
Ti 0.190 -0.272 0.347
C -4.570 2.870 4.595
C -4.161 1.491 5.132
C -3.208 1.679 6.321
C -5.421 0.789 5.638
C -3.453 0.704 4.029
C -2.311 1.255 3.443
C -1.660 0.586 2.420
N -0.493 0.928 1.774
C 0.310 2.009 2.077
C -0.052 3.247 2.584
C 0.933 4.162 2.950
C 2.263 3.783 2.827
C 2.669 2.563 2.264
C 1.661 1.708 1.803
O 1.835 0.546 1.146
C 4.146 2.173 2.219
C 5.052 3.203 2.900
C 4.328 0.842 2.965
C 4.616 2.038 0.769
C 0.503 5.519 3.509
C -0.393 6.234 2.489
C 1.692 6.431 3.815
C -0.286 5.307 4.809
C -2.116 -0.690 1.992
O -1.338 -1.249 1.065
C -3.234 -1.269 2.583
C -3.891 -0.530 3.584
C -3.813 -2.647 2.246
C -3.862 -3.508 3.520
C -5.234 -2.472 1.687
C -3.012 -3.427 1.203
H -5.117 3.433 5.358
H -3.698 3.456 4.303
H -5.206 2.764 3.715
H -3.692 2.254 7.116
H -2.909 0.709 6.726
H -2.303 2.207 6.021
H -5.882 1.389 6.428
H -6.152 0.661 4.839
H -5.192 -0.194 6.053
H -1.923 2.194 3.803
H -1.099 3.506 2.643
H 3.027 4.464 3.165
H 4.798 3.339 3.954
H 6.086 2.853 2.844
H 5.004 4.174 2.403
H 4.108 0.969 4.028
H 3.655 0.083 2.568
H 5.357 0.486 2.862
H 4.540 2.995 0.249
H 5.657 1.701 0.732
H 4.006 1.328 0.227
H 0.133 6.365 1.542
H -1.300 5.666 2.283
H -0.688 7.219 2.863
H 2.300 6.602 2.925
H 1.328 7.399 4.169
H 2.333 6.008 4.591
H -1.172 4.696 4.635
H 0.331 4.796 5.551
H -0.610 6.266 5.225
H -4.782 -0.959 4.019
H -4.431 -3.032 4.318
H -4.328 -4.473 3.298
H -2.852 -3.692 3.891
H -5.890 -1.966 2.397
H -5.198 -1.882 0.769
H -5.669 -3.450 1.457
H -1.976 -3.568 1.511
H -3.478 -4.409 1.068
H -3.023 -2.900 0.251
O -0.654 -1.304 -1.416
C -0.505 -2.700 -1.352
C 0.647 -3.063 -0.461
C 1.253 -4.307 -0.536
C 2.216 -4.655 0.397
C 2.548 -3.749 1.391
C 1.945 -2.507 1.375
N 1.040 -2.159 0.454
H -1.651 -1.113 -1.464
H -0.345 -3.120 -2.352
H -1.405 -3.162 -0.934
H 0.948 -4.993 -1.315
H 2.703 -5.620 0.345
H 3.290 -3.974 2.144
H 2.198 -1.736 2.092
O -5.235 3.333 -4.056
C -4.528 2.591 -3.401
S -4.886 0.905 -3.069
C -3.460 0.514 -2.096
C -2.594 1.525 -1.908
S -1.091 1.646 -1.021
S -3.008 3.072 -2.662
S -3.424 -1.127 -1.507
C 5.930 -2.587 -1.340
C 5.336 -1.971 -0.248
C 4.166 -1.241 -0.411
C 3.548 -1.080 -1.657
C 4.180 -1.703 -2.741
C 5.344 -2.447 -2.591
Si 1.941 0.009 -1.771
C 1.280 -0.434 -3.510
C 1.215 -1.747 -3.986
C 0.674 -2.057 -5.226
C 0.170 -1.046 -6.033
C 0.212 0.265 -5.581
C 0.760 0.561 -4.340
C 2.727 1.741 -2.067
C 3.933 1.883 -2.759
C 4.515 3.125 -2.971
C 3.898 4.272 -2.488
C 2.701 4.158 -1.798
C 2.127 2.909 -1.591
H 6.842 -3.162 -1.221
H 5.784 -2.056 0.736
H 3.719 -0.767 0.452
H 3.763 -1.593 -3.734
H 5.798 -2.913 -3.458
H 1.608 -2.556 -3.375
H 0.639 -3.088 -5.561
H -0.260 -1.280 -7.000
H -0.197 1.062 -6.191
H 0.760 1.590 -3.997
H 4.439 1.000 -3.134
H 5.455 3.198 -3.507
H 4.349 5.245 -2.648
H 2.208 5.043 -1.412
H 1.192 2.850 -1.051
*
```

Energy above the lowest of the compared OMol25 structures with the same formula, charge and spin in eV: 0.729
Orbital gap in eV: 5.01
Electronic energy in Eh: -5275.48148

***

A cluster of 4 separate species, C2H13NO4 in total. Source: the Open Molecules 2025 dataset; level of theory: the ωB97M-V functional and the def2-TZVPD basis.

The geometry in ORCA input format:
```
! wB97M-V def2-TZVPD RIJCOSX def2/J DEFGRID3
* xyz 0 1
N 0.291 -1.581 0.160
C 1.321 -0.536 -0.195
C 2.125 -0.046 0.982
O 1.479 0.944 1.746
H 0.169 -2.070 -0.721
H 0.826 -2.218 0.751
H 1.941 -0.914 -1.012
H 0.778 0.326 -0.598
H 2.396 -0.911 1.608
H 3.073 0.388 0.669
H 0.650 0.624 2.120
O -2.205 2.151 -1.206
H -2.880 2.719 -0.819
H -1.797 1.755 -0.420
O -1.554 0.250 1.339
H -2.425 -0.145 1.417
H -0.918 -0.376 0.958
O -1.276 -0.428 -2.475
H -0.342 -0.271 -2.293
H -1.652 0.339 -2.011
*
```

Energy above the lowest of the compared OMol25 structures with the same formula, charge and spin in eV: 0.631
SMILES: NCCO.O.O.O
Orbital gap in eV: 11.17
Electronic energy in Eh: -439.69958

***

The molecule CN6. Source: the Open Molecules 2025 dataset; level of theory: the ωB97M-V functional and the def2-TZVPD basis.

The geometry in ORCA input format:
```
! wB97M-V def2-TZVPD RIJCOSX def2/J DEFGRID3
* xyz 0 1
C 0.254 -0.051 0.010
N 2.840 0.104 -0.013
N -1.705 0.691 -0.006
N -0.523 1.110 0.004
N -0.611 -1.126 0.003
N -1.769 -0.620 -0.007
N 1.514 -0.108 0.009
*
```

Energy above the lowest of the compared OMol25 structures with the same formula, charge and spin in eV: 3.455
Orbital gap (spin up / spin down) in eV: 8.42 / 8.42
Electronic energy in Eh: -366.43496

***

A cluster of 13 separate species, H26O13 in total. Source: the Open Molecules 2025 dataset; level of theory: the ωB97M-V functional and the def2-TZVPD basis.

The geometry in ORCA input format:
```
! wB97M-V def2-TZVPD RIJCOSX def2/J DEFGRID3
* xyz 0 1
O 0.509 -0.071 -0.229
H 0.488 -0.780 0.421
H 0.103 -0.570 -1.098
H 0.118 0.609 0.236
O -0.278 1.866 0.806
H -0.405 2.737 1.119
O 3.029 0.310 1.062
H 2.563 0.938 1.602
H 3.208 -0.426 1.732
O -2.273 1.982 -1.015
H -3.003 1.595 -0.689
H -1.627 2.105 -0.238
O -1.186 -0.586 -1.849
H -1.121 -1.028 -2.701
H -1.861 0.035 -1.991
O -1.508 -2.329 0.250
H -1.619 -1.714 1.014
H -1.385 -1.722 -0.451
O 1.001 -2.252 -2.027
H 0.146 -2.042 -2.429
H 0.674 -3.108 -1.698
O 1.004 1.674 2.726
H 1.530 2.397 2.613
H 0.175 1.821 2.117
O 0.552 -3.745 0.399
H 0.748 -2.875 1.044
H -0.389 -4.120 0.496
O -1.958 0.118 1.896
H -2.769 0.446 1.615
H -1.417 0.617 1.388
O 0.973 -1.686 2.099
H 0.672 -1.379 2.905
H 1.988 -2.002 2.193
O 0.710 2.863 -1.331
H 0.452 2.483 -0.492
H 0.072 3.359 -1.859
O 0.752 1.095 -3.168
H 0.389 1.803 -2.495
H 0.952 1.593 -3.971
*
```

Energy above the lowest of the compared OMol25 structures with the same formula, charge and spin in eV: 6.549
Orbital gap in eV: 9.90
Electronic energy in Eh: -993.53254